63
Properties=species:S:1:pos:R:3:forces:R:3:mulliken_spin:R:1 method="wB97M-V/def2-TZVPD" charge=+2 multiplicity=5 largest_force_ev_per_a=3.67 orbital_gap_ha="0.3057 / 0.2493"
Ir -18.9580 2.6666 -2.7117 0.2 -1.9 0.2 2.888
Br -17.6498 1.6002 3.8219 0.0 -0.1 1.2 0.001
C -17.6576 1.8111 2.0144 -0.2 -0.7 -0.7 0.002
C -17.2032 2.9550 1.4206 -0.1 1.0 -0.5 0.004
C -17.3269 3.0781 0.0382 0.7 1.6 1.5 -0.005
N -17.8410 2.1418 -0.7127 -0.3 1.3 -1.2 0.043
C -18.2240 1.0141 -0.1593 0.4 -1.4 0.7 0.041
C -18.1282 0.7762 1.2137 -0.7 0.1 -0.6 0.017
C -18.5011 -0.0202 -1.1711 -1.0 -1.8 0.8 -0.013
C -18.1834 -1.3666 -0.8782 -0.2 0.8 -2.4 0.001
C -18.3186 -2.3392 -1.9203 0.5 1.1 1.8 0.004
Br -17.7052 -4.0572 -1.4998 -0.2 0.0 -0.4 0.001
C -18.8232 -1.9107 -3.1314 0.2 -0.2 -0.9 0.001
C -19.1914 -0.5824 -3.2723 -0.8 0.1 0.1 0.004
N -19.0913 0.3676 -2.3171 0.6 -0.6 -0.5 0.134
H -16.9004 3.8088 2.0188 0.3 -0.2 -0.2 0.000
H -16.9780 4.0286 -0.3794 -0.3 -0.5 -0.3 0.009
H -18.5507 -0.1083 1.6830 0.3 0.0 -0.3 0.001
H -17.6479 -1.5732 0.0206 0.0 -0.4 0.5 0.001
H -18.8869 -2.5075 -4.0619 0.0 0.0 1.0 0.001
H -19.6941 -0.3784 -4.2138 0.2 0.7 0.2 0.000
C -22.4635 1.4527 0.7336 1.7 0.8 -0.5 0.000
C -22.3324 2.8717 0.0426 1.7 -3.2 0.3 0.007
C -23.1530 3.9081 0.3337 -0.3 3.5 -0.3 0.081
C -22.9451 5.1207 -0.3928 -0.5 -1.6 0.5 -0.042
C -22.0113 5.2093 -1.3830 -0.8 1.5 -0.7 0.072
C -21.1861 4.1378 -1.5258 2.3 -1.3 -1.0 -0.065
N -21.2900 3.0029 -0.8280 -0.7 0.2 -0.2 0.103
N -20.0577 4.1965 -2.4583 -1.7 0.1 1.5 0.518
Si -19.5977 5.7066 -3.3017 0.3 1.5 0.7 -0.046
C -17.9164 5.3882 -4.0866 -1.4 0.3 -0.9 0.055
C -20.9197 6.1623 -4.5671 -0.1 0.5 -1.1 0.021
C -19.3399 6.9847 -1.8536 0.7 0.3 -0.6 0.024
H -23.4475 1.0431 0.6368 -0.6 -0.1 -0.3 0.000
H -22.2722 1.5299 1.8130 0.0 0.2 -0.2 -0.002
H -21.7132 0.6977 0.3345 -0.9 1.2 0.2 0.001
H -23.8824 4.0460 1.1323 0.1 -1.1 -0.2 0.001
H -23.5835 5.9491 -0.2292 -0.6 0.6 0.3 -0.001
H -22.0066 6.0888 -2.0512 0.2 -0.6 0.6 0.003
H -17.9696 5.0648 -5.1265 -0.1 -0.3 0.0 0.002
H -17.2867 4.7393 -3.5356 0.8 -0.6 0.7 -0.019
H -17.4736 6.3650 -4.1434 0.5 0.6 0.2 0.009
H -21.4387 5.2680 -4.9745 0.1 0.4 0.5 0.001
H -20.4375 6.5845 -5.4957 -0.2 -0.2 1.0 0.000
H -21.6746 6.9395 -4.2757 0.6 -0.9 0.0 0.000
H -18.3949 6.9196 -1.2768 -0.2 -0.6 -0.5 0.000
H -20.1081 6.9582 -1.0924 -0.3 0.0 0.0 -0.002
H -19.2752 8.0300 -2.2230 -0.4 -0.5 -0.1 0.002
C -14.2254 0.7193 -7.2680 -0.6 0.2 -1.8 0.000
N -15.3691 1.0795 -6.3745 0.1 0.1 -1.3 0.005
C -15.2883 1.6237 -5.0308 0.8 -0.8 0.0 0.006
C -16.7303 1.6979 -4.7031 -2.6 0.1 -0.5 0.006
O -17.2129 1.8984 -3.5528 1.3 0.4 -0.4 0.093
N -17.5145 1.5167 -5.8000 0.0 0.3 2.3 0.023
C -16.6855 1.1399 -6.7460 2.1 -0.3 -2.7 0.003
N -17.1092 0.9462 -8.0282 -1.3 -0.1 1.6 0.002
H -14.3821 -0.3243 -7.6457 0.3 0.8 0.5 0.000
H -13.2488 0.8035 -6.7957 -0.4 -0.1 0.5 0.000
H -14.1094 1.3692 -8.2230 -0.7 -0.7 1.7 0.000
H -14.8445 2.6212 -4.9979 0.0 0.1 -0.1 0.002
H -14.7094 0.9837 -4.3515 -0.2 0.1 -0.1 0.000
H -18.1378 0.8686 -8.1326 1.2 0.2 0.1 0.000
H -16.5806 0.4886 -8.7434 0.5 -0.1 0.0 0.000